The following is a quantum chemistry calculation of a molecular structure, C28H40ClI2N2O4S2SiTi at a distorted geometry, from the Open Molecules 2025 dataset.

For the gap between HOMO and LUMO (alpha / beta), the calculation gives 5.3 / 5.2 eV. Its spin multiplicity is 2. The HOMO energy (alpha / beta) is -7.9 / -7.9 eV. The max |F| is 0.021 hartree/bohr.

Last column: Löwdin charge in e.
Positions of all 81 atoms, in Å:
Ti -0.4351 0.6580 -0.2960  0.838
N 1.4528 0.0859 0.5283  0.018
C 2.3503 0.1832 -0.6177  -0.329
C 1.8080 0.3002 -1.8921  -0.081
C 2.6321 0.4893 -2.9881  -0.015
C 4.0000 0.5529 -2.7955  -0.229
C 4.5516 0.3846 -1.5377  -0.038
C 3.7243 0.1975 -0.4429  -0.042
S 5.0638 0.7938 -4.2519  0.400
O 6.1150 1.6594 -3.7586  -0.345
O 5.4620 -0.5760 -4.5290  -0.348
O 4.1727 1.3858 -5.2296  -0.353
H 1.9103 0.5074 1.3327  0.116
H 1.2887 -0.9051 0.7139  0.086
H 0.7233 0.2335 -2.0485  0.066
H 2.2504 0.6091 -3.9936  0.123
H 5.6264 0.4400 -1.4252  0.127
H 4.1407 0.1038 0.5549  0.122
I -2.8728 2.0769 -0.2068  0.466
I -5.9036 2.3534 -0.2828  -0.040
C -1.6632 -2.7433 2.6820  -0.179
Si -2.1066 -1.0109 2.0576  0.422
C -1.0361 0.2060 3.0330  -0.157
C -3.9397 -0.7082 2.3890  -0.162
N -1.6160 -0.6814 0.4030  -0.273
C -2.2944 -1.1972 -0.6964  -0.438
C -2.0619 -0.6609 -1.9779  -0.149
C -2.7443 -1.0950 -3.0958  -0.058
C -3.7026 -2.0897 -2.9765  -0.073
C -3.9577 -2.6316 -1.7257  -0.061
C -3.2611 -2.2048 -0.6079  -0.036
H -2.0777 -2.8494 3.6880  0.039
H -0.5860 -2.8950 2.7496  0.017
H -2.0758 -3.5410 2.0640  0.017
H -0.7701 -0.2103 4.0063  0.047
H -1.5882 1.1264 3.2190  0.030
H -0.1090 0.4642 2.5205  -0.003
H -4.0765 -0.1069 3.2891  0.040
H -4.4652 -1.6529 2.5426  0.034
H -4.4340 -0.1831 1.5697  -0.014
H -1.3458 0.1671 -2.1214  0.052
H -2.5409 -0.6442 -4.0583  0.123
H -4.2535 -2.4158 -3.8472  0.110
H -4.7158 -3.3962 -1.6114  0.114
H -3.4799 -2.6413 0.3593  0.096
C 4.1761 -4.5869 -0.8137  -0.091
C 2.7332 -4.2665 -1.2002  -0.296
C 1.8403 -4.1574 0.0237  -0.333
S 0.1999 -3.4067 -0.2820  0.967
O 0.5095 -2.0614 -0.8783  -0.553
C -0.3644 -4.4983 -1.6441  -0.320
C -0.0489 -3.9778 -3.0373  -0.283
C -0.7113 -4.8586 -4.0956  -0.091
H 4.7607 -4.7909 -1.7092  0.081
H 4.2168 -5.4683 -0.1704  0.077
H 4.6406 -3.7525 -0.2878  0.076
H 2.3598 -5.0510 -1.8602  0.102
H 2.7048 -3.3178 -1.7407  0.110
H 2.2936 -3.5051 0.7753  0.090
H 1.6382 -5.1259 0.4885  0.099
H -1.4430 -4.5617 -1.5082  0.077
H 0.0618 -5.4865 -1.4592  0.097
H 1.0259 -3.9531 -3.2081  0.097
H -0.4221 -2.9590 -3.1247  0.093
H -0.3832 -5.8953 -3.9990  0.078
H -0.4504 -4.5091 -5.0936  0.079
H -1.7965 -4.8328 -3.9904  0.070
Cl 3.2450 3.5431 -0.2877  0.774
C 2.3743 3.3091 1.2014  -0.597
C 3.0605 3.5064 2.3910  -0.107
C 2.3834 3.4714 3.5987  -0.080
C 1.0041 3.3183 3.5994  -0.077
C 0.3284 3.1275 2.4078  -0.075
C 0.9986 3.0358 1.1836  -0.332
C 0.2380 2.6990 -0.0532  -0.270
H 4.1215 3.7150 2.3557  0.107
H 2.9242 3.6049 4.5256  0.106
H 0.4563 3.3514 4.5323  0.109
H -0.7524 3.0536 2.4013  0.098
H 0.8978 2.7641 -0.9295  0.042
H -0.5338 3.4557 -0.1743  -0.005

=====

The following is a quantum chemistry calculation of C2H4N2S in the gas phase at a distorted geometry, from the Open Molecules 2025 dataset.

The SMILES is CN(S)C#N. For the gap between HOMO and LUMO, the calculation gives 9.6 eV. Its spin multiplicity is 1. The HOMO energy is -9.4 eV. The max |F| is 0.066 hartree/bohr.

Last column: natural (NBO) charge in e.
Positions of all 9 atoms, in Å:
C 1.0283 0.4831 0.8168  0.386
C -0.3391 0.2112 -1.1289  -0.414
N 2.0699 0.8034 1.1966  -0.356
N -0.1427 0.1528 0.3572  -0.566
S -0.8231 -1.3818 0.9711  0.187
H 0.1319 1.1648 -1.3443  0.227
H 0.2292 -0.4767 -1.7808  0.197
H -1.4131 -0.0587 -1.2523  0.223
H -0.7413 -0.8982 2.1647  0.116

=====

The following is a quantum chemistry calculation of a molecular structure, C26H30BrN5OPmS3 at a distorted geometry, from the Open Molecules 2025 dataset.

For the gap between HOMO and LUMO (alpha / beta), the calculation gives 7.9 / 7.9 eV. Its spin multiplicity is 5. Its charge is +1. The HOMO energy (alpha / beta) is -10.7 / -10.7 eV. The max |F| is 0.027 hartree/bohr.

Last column: Löwdin charge in e.
Positions of all 67 atoms, in Å:
Pm 1.6296 -0.9812 -0.9429  1.381
C -2.5557 -2.8418 -1.6658  -0.011
C -1.0988 -2.5157 -1.8033  -0.221
N -0.3656 -2.1937 -0.7830  -0.119
N -1.0536 -2.2066 0.4608  -0.056
C -0.3493 -1.9301 1.5052  -1.096
S 1.3467 -1.4550 1.7167  0.439
S -1.0807 -2.1282 3.0969  0.920
C -2.8406 -2.3138 2.7395  -0.418
C -3.5872 -1.0063 2.7547  -0.294
C -4.1140 -0.5059 3.9389  -0.046
C -4.7938 0.7019 3.9631  -0.072
C -4.9643 1.4276 2.7922  -0.085
C -4.4461 0.9357 1.6035  -0.090
C -3.7571 -0.2675 1.5878  -0.052
C -0.5263 -2.6317 -3.1864  -0.109
C -1.1140 -3.5733 -4.0399  -0.038
C -0.6807 -3.7826 -5.3352  -0.067
C 0.3633 -3.0100 -5.8318  -0.056
C 0.9578 -2.0525 -5.0295  -0.010
C 0.5211 -1.8703 -3.7252  -0.326
O 1.1568 -0.9304 -2.9733  -0.345
H -3.0196 -2.2525 -0.8884  0.057
H -2.6740 -3.8854 -1.3652  0.111
H -3.0694 -2.6998 -2.6127  0.090
H -3.2110 -2.9841 3.5175  0.083
H -2.9539 -2.8273 1.7863  0.073
H -3.9998 -1.0673 4.8570  0.116
H -5.2023 1.0691 4.8925  0.106
H -5.5101 2.3593 2.8080  0.104
H -4.5923 1.4897 0.6867  0.096
H -3.3492 -0.6404 0.6645  0.086
H -1.9287 -4.1817 -3.6704  0.112
H -1.1532 -4.5327 -5.9483  0.108
H 0.7195 -3.1488 -6.8432  0.112
H 1.7656 -1.4302 -5.3835  0.121
C 4.9966 1.5742 3.4204  -0.065
C 3.9197 0.9527 2.5650  -0.233
N 4.4740 0.1493 1.4631  0.027
C 4.2232 0.2175 0.1591  -0.868
S 4.4451 -1.1660 -0.8452  0.593
N 3.6858 1.3327 -0.4041  -0.025
C 3.9609 2.7448 -0.0319  -0.204
C 2.6934 3.5515 0.0978  -0.069
H 4.5357 2.1353 4.2302  0.087
H 5.6334 2.2490 2.8513  0.075
H 5.6366 0.8182 3.8697  0.084
H 3.2517 1.6974 2.1363  0.096
H 3.2798 0.2709 3.1345  0.099
H 4.8799 -0.7441 1.7255  0.140
H 3.6576 1.2241 -1.4289  0.117
H 4.6122 3.1310 -0.8207  0.133
H 4.5533 2.7544 0.8806  0.102
H 2.1181 3.5406 -0.8268  0.076
H 2.9266 4.5879 0.3281  0.089
H 2.0518 3.1651 0.8885  0.063
Br -2.9248 4.5034 -0.4186  0.832
C -1.6402 3.1549 -0.5411  -0.687
C -1.1666 2.7562 -1.7835  -0.080
C -0.2453 1.7243 -1.8265  -0.119
N 0.2134 1.1247 -0.7176  -0.059
C -0.2533 1.5215 0.4759  -0.141
C -1.1841 2.5374 0.6114  -0.086
H -1.5138 3.2143 -2.6975  0.114
H 0.1345 1.3448 -2.7726  0.111
H 0.1267 0.9891 1.3428  0.078
H -1.5509 2.8061 1.5910  0.117

=====

The following is a quantum chemistry calculation of C2H2N6 in the gas phase at a distorted geometry, from the Open Molecules 2025 dataset.

The SMILES is n1nc2nn[nH]c2[nH]1. For the gap between HOMO and LUMO, the calculation gives 10.3 eV. Its spin multiplicity is 1. The HOMO energy is -10.2 eV. The max |F| is 0.192 hartree/bohr.

Last column: natural (NBO) charge in e.
Positions of all 10 atoms, in Å:
C -0.3793 0.5357 -0.2105  0.154
C 0.4955 -0.2423 0.4484  0.127
H 2.1692 -1.0140 -0.5185  0.378
H 0.2942 -1.3693 2.1430  0.428
N -1.5065 -0.3707 1.3597  -0.007
N -1.5730 0.5552 0.4538  -0.209
N 0.2402 1.1206 -1.5029  -0.141
N 1.3018 0.3712 -1.5011  -0.007
N 1.3712 -0.6462 -0.5701  -0.352
N -0.2853 -0.9410 1.3245  -0.370

=====

The following is a quantum chemistry calculation of 2 unconnected molecules or ions with the total composition C2H5NOP at a distorted geometry, from the Open Molecules 2025 dataset.

For the gap between HOMO and LUMO, the calculation gives 8.5 eV. Its spin multiplicity is 1. Its charge is +1. The HOMO energy is -15.3 eV. The max |F| is 0.045 hartree/bohr.

Last column: natural (NBO) charge in e.
Positions of all 10 atoms, in Å:
C -1.6114 0.0314 0.2783  0.060
C 1.6504 -1.3153 0.0201  -0.398
N -0.4494 -0.2517 -0.1545  -0.532
O 2.2350 1.2372 0.0353  -0.946
P 2.8626 -0.2340 0.0458  1.226
H -1.9273 -0.3526 1.2392  0.208
H -2.3099 0.6432 -0.2874  0.211
H 1.3782 -2.3436 0.0294  0.244
H 2.8442 1.9851 0.0650  0.545
H -0.1902 0.1234 -1.0639  0.382

=====

The following is a quantum chemistry calculation of C14H17N3O2S in the gas phase at a distorted geometry, from the Open Molecules 2025 dataset.

The SMILES is CCOCc1nnc(NC(=O)CCc2ccccc2)s1. For the gap between HOMO and LUMO, the calculation gives 9.6 eV. Its spin multiplicity is 1. The HOMO energy is -9.2 eV. The max |F| is 0.034 hartree/bohr.

Last column: natural (NBO) charge in e.
Positions of all 37 atoms, in Å:
C -5.4718 -0.4526 -0.7982  -0.619
C -4.0778 -0.3988 -0.1966  -0.071
O -3.9351 0.8466 0.4688  -0.516
C -2.7474 0.9987 1.1757  -0.102
C -1.5187 1.0932 0.3307  0.045
N -1.4531 1.0200 -0.9421  -0.254
N -0.2318 1.0923 -1.4449  -0.306
C 0.6971 1.2060 -0.5547  0.242
N 2.0032 1.3343 -0.9228  -0.639
C 3.2099 1.0193 -0.3245  0.698
O 4.2197 1.1792 -0.9671  -0.580
C 3.2061 0.4471 1.0678  -0.497
H 2.3703 0.8161 1.6590  0.214
H 4.1404 0.7504 1.5428  0.247
C 3.1694 -1.0951 0.9945  -0.408
C 1.8594 -1.5935 0.4528  -0.048
C 1.6712 -1.7532 -0.9144  -0.174
C 0.4426 -2.1440 -1.4168  -0.201
C -0.6133 -2.3897 -0.5560  -0.218
C -0.4305 -2.2529 0.8095  -0.218
C 0.7971 -1.8556 1.3096  -0.212
H 0.9322 -1.7397 2.3760  0.209
H -1.2474 -2.4530 1.4882  0.212
H -1.5743 -2.6878 -0.9477  0.216
H 0.3067 -2.2501 -2.4823  0.218
H 2.4934 -1.5636 -1.5903  0.208
H 3.3271 -1.4862 2.0011  0.220
H 3.9916 -1.4304 0.3594  0.227
H 2.1038 1.5607 -1.9094  0.432
S 0.0645 1.2802 1.0882  0.303
H -2.8550 1.9253 1.7512  0.212
H -2.5982 0.1679 1.8904  0.179
H -3.3173 -0.4909 -0.9813  0.194
H -3.9377 -1.2172 0.5280  0.152
H -6.2201 -0.3509 -0.0170  0.209
H -5.5947 0.3631 -1.5040  0.217
H -5.6169 -1.3978 -1.3135  0.211

=====

Calculated values (kcal/mol) of energy relative to the best compared isomer or geometry (same formula, charge and spin) for the records, taken in order: 19.4, 37.8, 9.6, 44.3, 56.2, 58.3.